No. 1
Formula: C33H60O33
Source: the Open Molecules 2025 dataset
Level of theory: wB97M-V/def2-TZVPD

For the HOMO energy, the calculation gives -10.38 eV. The gap between HOMO and LUMO is 10.153 eV. The calculation puts the relative energy (zero: lowest compared OMol25 entry of this formula, charge and spin) at 680.5 kJ/mol. Its strongest force on any atom is 7.43 eV Å⁻¹. The value obtained for the molar mass is 984.81 g mol⁻¹. The SMILES is COC(=O)OC.COC(=O)OC.COC(=O)OC.COC(=O)OC.COC(=O)OC.COC(=O)OC.COC(=O)OC.COC(=O)OC.O=C1OCCO1.O=C1OCCO1.O=C1OCCO1.

Atoms and positions in Å:
C1 -11.4998 -11.8221 -1.1496
C2 -12.7303 -10.9425 -1.4422
O1 -13.3289 -10.7677 -0.1636
C3 -12.4299 -11.0905 0.7589
O2 -12.5052 -10.6514 1.8993
O3 -11.4994 -11.8241 0.2780
H1 -10.6892 -11.2377 -1.5850
H2 -11.5458 -12.7681 -1.6890
H3 -13.3434 -11.5816 -2.0775
H4 -12.6020 -9.9622 -1.9011
C4 -19.7008 -16.9806 -2.6347
C5 -18.6055 -16.0478 -2.1211
O4 -18.2144 -16.7805 -1.0302
C6 -18.4024 -18.0767 -1.3341
O5 -17.9423 -18.9648 -0.6511
O6 -19.1243 -18.2322 -2.3801
H5 -19.7621 -16.7281 -3.6933
H6 -20.5837 -16.9686 -1.9956
H7 -19.0493 -15.0538 -2.0661
H8 -17.8945 -15.8860 -2.9313
C7 -16.7424 -12.3949 -4.6844
C8 -15.7428 -11.2766 -4.5464
O7 -15.7929 -10.8566 -3.1578
C9 -16.8164 -11.5169 -2.6322
O8 -17.2880 -11.2758 -1.4926
O9 -17.4819 -12.1962 -3.4846
H9 -16.2772 -13.3801 -4.7183
H10 -17.2538 -12.3337 -5.6450
H11 -16.1012 -10.3539 -5.0027
H12 -14.8003 -11.5361 -5.0285
C10 -11.4440 -21.1721 1.7475
O10 -11.5275 -20.1663 0.7650
C11 -12.6793 -19.4697 0.6488
O11 -13.4345 -19.2859 1.5473
O12 -12.7115 -18.8467 -0.5264
C12 -13.7359 -17.8270 -0.8127
H13 -11.9493 -20.7936 2.6361
H14 -10.4058 -21.5038 1.7616
H15 -12.0918 -22.0249 1.5444
H16 -13.8539 -17.4708 -1.8360
H17 -13.6095 -17.0085 -0.1042
H18 -14.7580 -18.1544 -0.6222
C13 -10.8718 -19.4063 -4.0441
O13 -11.0166 -19.2249 -5.4693
C14 -10.2566 -20.0834 -6.3206
O14 -9.3899 -20.8914 -5.9241
O15 -10.6638 -19.7970 -7.5639
C15 -10.0086 -20.5316 -8.5985
H19 -10.5869 -20.4218 -3.7689
H20 -11.7890 -19.0718 -3.5594
H21 -10.0015 -18.8384 -3.7152
H22 -10.2306 -19.9470 -9.4913
H23 -10.3427 -21.5460 -8.8162
H24 -8.9298 -20.5586 -8.4448
C16 -14.1912 -13.3938 2.5286
O16 -14.9039 -14.6101 3.0178
C17 -15.2339 -15.5786 2.1018
O17 -14.8849 -15.5375 0.9174
O18 -15.9284 -16.5306 2.7521
C18 -16.6657 -17.5247 2.0317
H25 -14.8291 -12.6866 1.9984
H26 -13.3684 -13.6101 1.8472
H27 -13.7339 -13.0182 3.4439
H28 -17.5165 -17.0205 1.5734
H29 -16.8782 -18.4509 2.5657
H30 -16.1063 -17.8738 1.1638
C19 -12.9931 -22.9402 -7.8076
O19 -13.3310 -21.6182 -7.2218
C20 -14.1699 -20.7758 -8.0242
O20 -14.8612 -21.2160 -8.9756
O21 -13.9468 -19.5602 -7.6638
C21 -14.6330 -18.5654 -8.5509
H31 -12.7414 -22.7100 -8.8428
H32 -13.8664 -23.5731 -7.6496
H33 -12.1149 -23.4184 -7.3736
H34 -15.6829 -18.7555 -8.3280
H35 -14.5500 -18.8788 -9.5916
H36 -14.3339 -17.5310 -8.3819
C22 -8.6005 -10.3173 -8.0136
O22 -9.6489 -11.2072 -7.5436
C23 -10.7871 -11.4979 -8.1631
O23 -11.1543 -11.1289 -9.2917
O24 -11.4507 -12.4024 -7.3971
C24 -11.1330 -12.9528 -6.1460
H37 -7.7760 -10.3285 -7.3008
H38 -9.0328 -9.3265 -8.1533
H39 -8.2902 -10.7849 -8.9480
H40 -10.7722 -12.2614 -5.3844
H41 -10.4935 -13.8352 -6.1222
H42 -12.0659 -13.3762 -5.7739
C25 -7.1711 -17.1596 -4.6198
O25 -8.3016 -16.6584 -3.8591
C26 -8.2883 -16.3034 -2.5495
O26 -7.3268 -16.2360 -1.7696
O27 -9.5756 -16.0653 -2.1368
C27 -10.6886 -15.7936 -3.0254
H43 -6.7823 -16.5775 -5.4553
H44 -7.4151 -18.1857 -4.8950
H45 -6.3102 -17.2699 -3.9604
H46 -11.5854 -15.8320 -2.4071
H47 -10.6582 -16.5240 -3.8338
H48 -10.6538 -14.7442 -3.3181
C28 -15.0045 -14.7478 -2.2729
O28 -14.8738 -15.7708 -3.2502
C29 -13.8538 -15.6308 -4.1483
O29 -13.1338 -14.6275 -4.2268
O30 -13.6914 -16.7381 -4.9124
C30 -12.6293 -16.6422 -5.8613
H49 -16.0198 -14.7156 -1.8776
H50 -15.0096 -13.8420 -2.8792
H51 -14.1762 -14.6935 -1.5665
H52 -11.7032 -16.2128 -5.4792
H53 -12.8439 -15.9117 -6.6412
H54 -12.4079 -17.6474 -6.2201
C31 -18.0816 -13.4653 1.1262
O31 -17.6450 -13.4768 2.4701
C32 -18.6150 -13.3706 3.4608
O32 -19.8236 -13.5164 3.2803
O33 -17.9473 -13.0715 4.5525
C33 -18.6907 -12.9818 5.7420
H55 -17.3245 -13.5200 0.3439
H56 -18.4994 -12.4728 0.9576
H57 -18.9964 -14.0215 0.9215
H58 -19.5346 -13.6698 5.7918
H59 -19.2310 -12.0598 5.9566
H60 -18.0351 -13.3621 6.5254

Atomic forces in eV per Å
-0.29 2.13 -0.91
-0.97 -1.35 -0.44
-0.73 0.34 -1.01
-1.96 3.00 3.64
0.30 -1.47 -1.81
3.15 -2.36 -1.12
0.78 -0.45 0.67
-0.04 -0.35 0.94
-0.68 0.57 -0.01
0.40 -0.16 0.04
0.33 1.61 -0.77
-2.38 0.65 -2.30
1.40 0.91 1.40
2.48 -2.26 3.61
-0.49 0.98 -0.85
-0.96 -1.09 -2.26
-0.96 -0.80 -0.01
-0.40 0.61 -0.61
0.12 0.09 1.52
0.91 -0.65 0.28
1.02 0.05 -0.19
-0.18 1.66 -1.05
1.51 -1.58 -0.47
-2.10 3.70 6.09
2.15 -1.23 -3.27
-2.02 -2.86 -2.45
0.07 -0.13 0.53
-0.85 0.35 0.52
-0.03 -0.25 -0.72
0.47 0.14 0.95
-1.23 -0.17 0.51
-0.26 0.17 -1.92
1.11 1.10 0.24
-1.34 -0.30 0.78
-0.21 0.20 -1.79
-0.67 -0.19 1.75
1.02 0.14 0.62
-0.22 0.32 0.54
0.12 -0.23 -0.76
1.37 -0.51 -0.20
0.25 0.05 -0.31
0.13 -0.72 0.40
1.06 -0.17 -0.20
1.30 -1.95 -1.45
0.50 -0.29 2.84
-2.84 2.57 -1.61
0.47 -0.93 1.04
0.54 0.55 -1.08
-0.57 -0.20 -0.27
0.12 -0.10 -0.17
-0.18 0.45 0.11
0.16 -0.03 -0.01
-0.42 -0.01 0.77
-0.08 0.04 0.13
0.15 -1.20 0.39
0.09 -0.25 -1.61
0.80 0.96 -0.28
-1.12 -0.28 1.89
0.56 0.55 0.25
0.52 0.30 -2.14
-0.41 -0.15 0.50
-0.08 -0.60 0.02
-0.41 0.34 -0.21
-0.42 -0.34 0.47
-0.07 0.75 0.74
0.35 0.12 0.06
-0.99 1.43 -0.23
-0.65 0.73 -0.99
0.52 -4.79 -2.01
1.89 1.62 3.02
-0.21 2.43 -0.62
-0.96 -1.62 0.35
-0.43 -0.61 -0.17
0.18 -0.13 -0.53
-0.09 0.70 0.67
-0.11 0.66 0.03
0.56 0.12 0.11
0.35 -0.53 0.43
-1.21 -0.80 -0.98
0.58 0.28 1.32
0.31 -0.12 -1.94
0.80 -0.93 3.52
-0.91 0.60 -1.88
-0.31 -0.44 1.33
-0.43 -0.09 0.12
0.30 -0.03 -0.11
0.32 0.62 -0.17
0.13 0.35 -0.36
0.60 0.23 -0.80
-0.14 0.35 -0.07
0.90 -0.87 1.78
0.05 0.49 -0.53
1.09 0.04 1.39
-2.78 -0.31 -2.66
1.15 0.12 0.24
0.92 -0.01 0.59
-1.01 0.45 0.02
-0.25 0.23 -0.39
-0.04 0.15 0.30
0.14 -0.60 0.03
-0.35 0.40 0.03
0.31 -0.14 -0.60
-0.20 1.87 -1.23
0.97 -1.45 -1.29
0.89 1.00 0.34
-1.57 -1.70 0.18
-0.58 1.24 1.32
0.86 0.41 -0.70
0.35 -0.96 0.50
0.47 0.57 0.31
-0.38 -0.39 0.18
-0.17 -0.31 0.67
-0.63 -0.32 -0.31
-0.39 0.24 -0.04
-2.03 1.90 -0.58
-0.49 -0.50 1.07
-0.74 -0.37 -2.76
2.48 0.37 0.69
-0.32 0.26 0.02
-1.14 -1.29 1.37
0.46 -0.71 0.79
0.17 0.48 -0.11
0.47 -1.02 0.23
0.07 -0.49 -0.66
0.96 0.61 -0.27
0.11 0.78 0.11


No. 2
Formula: C33H63F2N3O9PS5
Source: the Open Molecules 2025 dataset
Level of theory: wB97M-V/def2-TZVPD

For the HOMO energy, the calculation gives -9.82 eV. The gap between HOMO and LUMO is 6.672 eV. Its strongest force on any atom is 8.89 eV Å⁻¹. The value obtained for the molar mass is 875.18 g mol⁻¹. Its charge is +1.

Atoms and positions in Å:
C1 9.4395 4.4674 0.4547
C2 9.5367 3.0518 -0.4307
O1 10.6969 2.3692 -0.2815
O2 8.4382 2.6535 -1.3260
C3 8.0631 1.2377 -1.1507
C4 7.3014 0.5979 -2.4954
C5 7.0800 -1.0236 -2.3852
C6 6.0712 -1.6526 -3.5360
C7 4.6416 -0.8591 -3.4132
C8 3.3114 -1.8603 -3.5740
C9 2.7228 -2.2434 -2.0978
N1 2.9073 -3.6914 -1.6838
C10 2.7204 -3.8043 -0.1553
C11 4.1816 -3.5489 0.5163
C12 4.3855 -4.1520 2.0308
C13 5.4940 -3.3017 2.9338
F1 5.9669 -4.2106 4.0362
C14 1.4602 -2.9735 0.4345
C15 0.6131 -4.0460 1.4012
C16 -0.7063 -3.4029 2.1128
F2 -1.7054 -4.5025 2.3217
P1 1.7977 -1.4432 1.4833
O3 3.0582 -0.3749 0.9474
O4 0.3369 -0.4280 1.5248
S1 2.1640 -1.8215 3.3972
N2 0.5152 -2.6328 -0.6908
C17 1.1617 -1.8611 -1.8184
C18 0.1489 -1.9677 -3.0990
C19 -0.7371 -0.5726 -3.3584
C20 -2.3462 -0.9220 -3.0656
S2 -3.4977 0.5172 -3.3970
C21 -5.0662 0.3768 -2.3783
S3 -6.0773 -1.0080 -2.6405
N3 -5.5412 1.3393 -1.3127
C22 -5.2251 2.7827 -1.6349
C23 -5.3389 3.6506 -0.2096
O5 -6.3940 3.1495 0.6851
C24 -6.0810 1.7823 1.1513
C25 -5.1136 0.9366 0.0812
H1 8.6913 4.3797 1.3576
H2 10.4999 4.7325 0.9328
H3 9.1556 5.3878 -0.2256
H4 7.3433 1.1191 -0.2128
H5 8.9811 0.5187 -0.9488
H6 6.3208 1.2262 -2.6226
H7 8.0079 0.9052 -3.4048
H8 8.1476 -1.5171 -2.5808
H9 6.6460 -1.2946 -1.3231
H10 5.9959 -2.8203 -3.5218
H11 6.5716 -1.3658 -4.5807
H12 4.5624 -0.1629 -2.4619
H13 4.5957 -0.1169 -4.3469
H14 3.7344 -2.8463 -4.0637
H15 2.5773 -1.2866 -4.2807
H16 3.3699 -1.6096 -1.3198
H17 2.1160 -4.2732 -2.0876
H18 3.7911 -4.1356 -2.0158
H19 2.4821 -4.9639 0.0079
H20 4.9645 -4.1421 -0.1647
H21 4.5627 -2.4441 0.5262
H22 4.8701 -5.2348 1.8960
H23 3.4011 -4.3171 2.6384
H24 6.4100 -3.0532 2.2491
H25 5.0221 -2.3559 3.4356
H26 0.2450 -4.9029 0.6792
H27 1.2737 -4.5340 2.2325
H28 -1.2236 -2.5263 1.5376
H29 -0.4757 -2.9823 3.2060
H30 3.9134 -0.5637 1.4581
H31 0.1029 -0.1462 0.5713
H32 -0.3122 -2.0757 -0.3884
H33 1.1514 -0.7159 -1.4804
H34 0.6283 -2.3256 -4.1021
H35 -0.6775 -2.7866 -2.8294
H36 -0.5873 -0.1472 -4.4556
H37 -0.4640 0.2878 -2.6140
H38 -2.4835 -1.3059 -1.9455
H39 -2.6242 -1.8675 -3.7390
H40 -4.1413 2.9800 -2.0308
H41 -6.0144 3.2584 -2.3851
H42 -4.2597 3.5900 0.2970
H43 -5.4655 4.7703 -0.5441
H44 -7.1268 1.2356 1.2826
H45 -5.6055 1.8427 2.2330
H46 -3.9740 1.1588 0.2545
H47 -5.3389 -0.1982 0.2572
C26 -6.3735 -3.7239 3.9077
C27 -7.8015 -3.4568 3.4344
C28 -7.7146 -2.5809 2.1858
S4 -6.1447 -2.9564 1.4202
O6 -5.3074 -1.7771 1.4839
O7 -6.3771 -3.6768 0.1843
C29 -5.5912 -4.1095 2.6611
H48 -6.3374 -4.5127 4.6648
H49 -5.9532 -2.8117 4.3478
H50 -8.2869 -4.4081 3.1847
H51 -8.4026 -2.9763 4.2127
H52 -8.5229 -2.8001 1.4835
H53 -7.7213 -1.5177 2.4414
H54 -4.5105 -4.0294 2.7901
H55 -5.8572 -5.1161 2.3249
C30 -3.2601 7.6321 2.3957
C31 -3.4549 8.9752 1.6937
C32 -3.8154 8.6838 0.2379
S5 -4.6219 7.0897 0.2323
O8 -3.7877 6.1539 -0.4919
O9 -6.0285 7.2680 -0.0678
C33 -4.4433 6.7723 1.9767
H56 -3.2104 7.7453 3.4826
H57 -2.3234 7.1716 2.0594
H58 -4.2750 9.5223 2.1744
H59 -2.5593 9.6007 1.7611
H60 -4.4965 9.4369 -0.1663
H61 -2.9224 8.6140 -0.3892
H62 -4.2820 5.7066 2.1481
H63 -5.3625 7.0990 2.4721

Atomic forces in eV per Å
0.22 0.27 -0.34
5.63 -2.11 1.22
-7.96 3.71 -1.37
2.04 -0.60 2.61
-0.33 -2.64 0.14
0.63 1.64 0.06
0.62 -0.27 -0.51
0.70 1.79 -0.10
-0.46 0.16 -1.45
1.37 0.28 0.32
0.12 2.40 0.39
-1.94 -0.34 -0.08
1.27 -1.63 1.64
1.21 -0.38 0.23
0.86 -1.33 0.51
-0.40 -1.04 -0.05
-1.10 2.06 -2.58
-1.70 -1.02 -0.69
-0.57 -0.33 0.15
-0.46 -0.04 1.34
2.11 2.19 -0.74
0.59 3.03 3.72
-0.89 -2.06 0.26
2.65 -1.78 -3.26
-0.28 0.03 -1.80
1.62 0.00 -0.38
-0.65 1.74 -0.62
-1.51 -0.13 -0.08
-0.79 0.24 0.14
0.43 -2.36 0.42
0.12 0.45 0.68
-2.58 -2.50 1.39
2.47 2.88 0.56
2.21 -0.29 -1.96
-0.40 1.59 1.10
1.33 -0.16 -1.04
1.88 -0.77 -1.03
-0.15 -0.50 0.09
-0.69 -0.03 0.94
1.25 -0.02 -2.06
-2.30 -1.09 -1.34
0.29 -2.06 1.31
1.39 0.49 -1.92
-1.56 1.92 -0.37
1.67 -1.44 0.14
-1.59 -0.96 1.83
-2.32 0.96 0.88
1.03 0.47 -1.96
0.08 2.18 0.32
-1.21 -0.76 2.21
0.17 -1.67 -1.76
0.03 -1.56 2.14
-1.18 1.92 0.64
1.07 -1.55 1.59
-1.40 -1.56 -1.58
1.04 0.90 0.23
-0.57 0.62 0.54
0.44 2.58 -0.22
-1.67 1.31 1.38
-1.12 -1.90 -0.33
-1.05 2.34 0.37
1.88 0.66 -1.26
-1.58 -0.46 1.53
0.98 -1.92 -0.93
0.69 1.84 1.30
-1.09 1.15 -1.66
0.83 -1.98 0.84
-0.37 -1.10 -2.57
-2.01 0.27 -0.62
0.38 -0.27 2.00
0.87 -0.96 -0.07
0.49 -2.12 -1.03
-0.63 0.77 2.00
1.97 1.61 -0.49
-0.39 -1.02 2.35
-0.21 -1.61 -1.37
0.37 0.97 -2.29
0.43 2.17 1.35
-1.86 -0.54 0.58
1.65 -1.41 1.47
-2.33 0.09 -0.77
-0.38 -2.61 1.10
2.24 1.12 -0.52
-0.61 -0.18 -2.23
-2.01 -0.35 -0.18
0.60 2.41 -0.53
0.03 0.09 0.27
-0.24 -0.20 0.22
-0.63 0.26 0.17
-0.35 -0.75 -0.38
0.08 -0.28 -0.13
0.40 0.62 0.31
0.28 -0.29 0.40
0.03 0.13 -0.11
0.00 -0.14 -0.04
0.08 0.14 0.03
0.07 -0.08 -0.16
0.28 0.15 -0.04
0.10 -0.13 -0.13
-0.08 0.02 -0.20
0.04 0.18 -0.06
0.25 -0.02 0.11
0.03 0.29 0.25
0.29 0.64 -0.13
-0.50 0.31 0.14
-0.14 0.36 -0.10
0.65 -0.37 -0.23
0.09 -0.18 0.54
0.00 -0.05 -0.16
-0.12 0.01 0.07
0.12 -0.09 -0.07
-0.17 -0.08 -0.03
0.06 -0.29 -0.09
-0.20 -0.11 0.03
-0.15 0.07 -0.18
0.07 -0.08 -0.16